(1)
{
  "formula": "C3H9NS",
  "method": "ωB97M-V with the def2-TZVPD basis set",
  "de_lowest_kcal_mol": 56.70,
  "energy_ha": -572.54973,
  "smiles": "C=N.CCS",
  "lumo_ha": 0.0338,
  "gap_ev": 9.6,
  "charge": 0,
  "max_force_ev_per_a": 3.06,
  "homo_ev": -8.68,
  "elements": ["C", "N", "H", "H", "H", "H", "C", "C", "S", "H", "H", "H", "H", "H"],
  "xyz": [[1.87, -0.36, 1.70], [0.77, -0.76, 2.29], [2.72, -1.11, 1.52], [1.85, 0.73, 1.44], [-0.27, 0.69, 1.00], [0.94, -1.73, 2.54], [-0.71, -1.25, -1.40], [-0.94, 0.18, -1.86], [-0.49, 1.21, -0.29], [0.41, -1.42, -1.49], [-1.17, -1.48, -0.42], [-1.17, -2.11, -1.98], [-0.27, 0.59, -2.64], [-2.00, 0.40, -2.05]]
}

(2)
{
  "formula": "C2H3CsO2",
  "method": "ωB97M-V with the def2-TZVPD basis set",
  "de_lowest_kcal_mol": 230.68,
  "energy_ha": -248.26086,
  "lumo_ha": [-0.0224, -0.0282],
  "gap_ev": [5.3, 5.7],
  "charge": 0,
  "max_force_ev_per_a": 4.83,
  "homo_ev": [-5.90, -6.42],
  "elements": ["H", "O", "O", "Cs", "C", "C", "H", "H"],
  "xyz": [[0.92, -2.75, 1.08], [-3.71, -0.24, 0.26], [-2.95, 0.84, -0.30], [-1.38, 0.18, 2.36], [1.14, 0.59, -1.07], [2.12, 0.35, -0.32], [0.74, 0.52, -2.07], [3.12, 0.50, 0.06]]
}

(3)
{
  "formula": "C4H4O2S2",
  "method": "ωB97M-V with the def2-TZVPD basis set",
  "de_lowest_kcal_mol": 29.04,
  "energy_ha": -1101.61494,
  "smiles": "Oc1cc(S)c(S)o1",
  "lumo_ha": 0.0181,
  "gap_ev": 8.6,
  "charge": 0,
  "max_force_ev_per_a": 4.71,
  "homo_ev": -8.15,
  "elements": ["C", "C", "C", "C", "H", "H", "H", "H", "O", "O", "S", "S"],
  "xyz": [[-1.12, 0.93, -1.10], [0.17, 0.80, -1.39], [0.73, 0.05, -0.23], [-0.39, -0.16, 0.49], [-1.90, 1.93, -2.47], [0.85, 1.19, -2.19], [2.24, -1.74, 0.54], [-0.61, -0.21, 2.96], [-2.17, 1.41, -1.72], [-1.47, 0.43, 0.03], [2.35, -0.47, -0.18], [-0.34, -1.13, 1.94]]
}

(4)
{
  "formula": "C2H2ClNO",
  "method": "ωB97M-V with the def2-TZVPD basis set",
  "de_lowest_kcal_mol": 67.17,
  "energy_ha": -667.45815,
  "lumo_ha": [-0.0474, -0.0474],
  "gap_ev": [9.2, 9.2],
  "charge": 0,
  "max_force_ev_per_a": 5.53,
  "homo_ev": [-10.54, -10.54],
  "elements": ["C", "C", "N", "O", "Cl", "H", "H"],
  "xyz": [[-2.41, -0.09, 0.03], [-0.13, 0.40, 0.35], [-3.52, -0.06, -0.20], [0.51, -0.47, -0.45], [-0.22, 1.97, -0.04], [0.22, 0.26, 1.44], [0.46, -0.38, -1.34]]
}

(5)
{
  "formula": "C5H9N2S",
  "method": "ωB97M-V with the def2-TZVPD basis set",
  "de_lowest_kcal_mol": 57.91,
  "energy_ha": -703.27983,
  "lumo_ha": -0.1908,
  "gap_ev": 9.8,
  "charge": 1,
  "max_force_ev_per_a": 5.85,
  "homo_ev": -15.03,
  "elements": ["C", "C", "C", "C", "C", "N", "N", "S", "H", "H", "H", "H", "H", "H", "H", "H", "H"],
  "xyz": [[-0.30, 2.26, 0.21], [0.66, 3.21, 0.54], [-0.64, -2.62, -0.22], [0.31, -1.53, 0.03], [-0.35, -0.20, -0.29], [1.58, 1.05, 0.22], [0.29, 1.12, 0.02], [2.22, 2.45, 0.63], [-1.23, 2.31, -0.20], [0.48, 4.19, 0.99], [-1.51, -2.14, -0.82], [-1.22, -3.13, 0.68], [-0.26, -3.45, -0.69], [0.79, -1.63, 0.95], [1.03, -1.59, -0.76], [-1.40, -0.20, 0.13], [-0.45, -0.10, -1.41]]
}

(6)
{
  "formula": "C6H28ClN12O12",
  "method": "ωB97M-V with the def2-TZVPD basis set",
  "energy_ha": -2265.60336,
  "lumo_ha": 0.0778,
  "gap_ev": 9.4,
  "charge": -1,
  "max_force_ev_per_a": 6.53,
  "homo_ev": -7.30,
  "elements": ["Cl", "O", "O", "O", "O", "O", "H", "H", "O", "H", "H", "C", "O", "N", "N", "H", "H", "H", "H", "C", "O", "N", "N", "H", "H", "H", "H", "C", "O", "N", "N", "H", "H", "H", "H", "C", "O", "N", "N", "H", "H", "H", "H", "C", "O", "N", "N", "H", "H", "H", "H", "C", "O", "N", "N", "H", "H", "H", "H"],
  "xyz": [[-0.53, 0.09, 0.61], [-0.55, -1.13, 1.30], [-1.78, 0.32, -0.10], [-0.13, 1.17, 1.45], [0.47, 0.02, -0.40], [-0.84, -0.63, -3.33], [-0.62, -0.77, -2.41], [-0.02, -0.76, -3.80], [-2.57, 1.06, 2.90], [-1.72, 1.10, 2.47], [-3.17, 0.76, 2.22], [-1.24, -1.70, 5.29], [-1.14, -2.29, 6.36], [-0.23, -1.79, 4.44], [-2.34, -1.22, 4.77], [-0.34, -1.26, 3.59], [0.59, -2.36, 4.63], [-2.47, -0.70, 3.92], [-3.08, -1.38, 5.44], [2.14, -0.37, -4.15], [1.96, -1.57, -4.05], [1.76, 0.28, -5.24], [2.46, 0.49, -3.16], [1.37, -0.30, -5.98], [2.21, 1.17, -5.39], [2.30, 1.48, -3.18], [2.73, 0.08, -2.27], [-4.19, 3.29, -2.29], [-4.54, 2.25, -2.90], [-4.83, 4.39, -2.23], [-3.22, 3.22, -1.42], [-5.77, 4.45, -2.60], [-4.41, 5.10, -1.64], [-2.74, 2.35, -1.29], [-2.94, 4.02, -0.86], [1.79, 3.39, -1.34], [2.45, 4.36, -1.64], [2.04, 2.61, -0.34], [0.80, 2.94, -2.07], [1.21, 2.09, -0.08], [2.82, 2.72, 0.29], [0.51, 3.62, -2.75], [0.36, 2.05, -1.87], [0.34, -4.89, 0.33], [0.58, -6.00, -0.12], [-0.76, -4.23, 0.12], [1.20, -4.27, 1.08], [-0.99, -3.34, 0.52], [-1.44, -4.56, -0.55], [2.07, -4.76, 1.19], [1.13, -3.26, 1.15], [3.33, -1.11, 2.21], [4.19, -1.59, 2.86], [2.61, -0.14, 2.69], [2.94, -1.46, 0.98], [2.89, 0.25, 3.58], [1.87, 0.17, 2.08], [2.06, -1.27, 0.52], [3.42, -2.16, 0.43]]
}

(7)
{
  "formula": "C38H30IrN10O4S4Se",
  "method": "ωB97M-V with the def2-TZVPD basis set",
  "de_lowest_kcal_mol": 178.43,
  "energy_ha": -6412.94715,
  "spin_multiplicity": 2,
  "s_squared": 0.7685,
  "lumo_ha": [-0.1098, -0.1040],
  "gap_ev": [4.3, 4.4],
  "charge": 0,
  "max_force_ev_per_a": 2.35,
  "homo_ev": [-7.29, -7.26],
  "elements": ["Ir", "C", "N", "C", "C", "N", "C", "S", "C", "C", "C", "C", "C", "N", "H", "H", "H", "H", "H", "H", "H", "H", "H", "S", "C", "C", "C", "C", "N", "C", "C", "C", "S", "C", "N", "H", "H", "N", "C", "C", "C", "C", "C", "C", "C", "N", "C", "C", "N", "C", "H", "H", "H", "H", "H", "H", "H", "C", "C", "C", "C", "C", "C", "C", "S", "O", "O", "N", "C", "C", "C", "O", "O", "H", "H", "H", "H", "H", "H", "H", "H", "H", "H", "H", "H", "Se", "C", "N"],
  "xyz": [[-0.29, -0.58, -0.07], [1.58, -4.68, -3.32], [1.01, -3.41, -3.71], [0.90, -2.92, -5.01], [0.34, -1.71, -4.92], [0.10, -1.44, -3.57], [0.54, -2.49, -2.84], [0.57, -2.75, -1.18], [-0.58, -0.25, -3.16], [-1.51, 0.21, -4.04], [-1.84, 1.60, -4.01], [-1.34, 2.37, -3.04], [-0.77, 1.71, -1.84], [-0.14, 0.41, -2.06], [1.79, -5.26, -4.21], [0.87, -5.22, -2.69], [2.50, -4.53, -2.75], [1.23, -3.48, -5.86], [0.12, -0.99, -5.68], [-1.88, -0.43, -4.83], [-2.41, 2.02, -4.83], [-1.42, 3.45, -3.05], [-0.04, 2.34, -1.33], [-0.30, 1.13, 1.74], [1.37, 1.65, 1.77], [2.04, 2.42, 0.84], [3.36, 2.77, 1.09], [4.08, 3.55, 0.11], [4.61, 4.17, -0.70], [3.99, 2.36, 2.28], [3.30, 1.59, 3.21], [1.98, 1.23, 2.94], [0.91, 0.30, 3.93], [5.35, 2.73, 2.54], [6.44, 3.03, 2.77], [1.55, 2.76, -0.06], [3.78, 1.28, 4.13], [2.36, -9.21, 4.91], [2.34, -8.14, 4.49], [2.31, -6.81, 3.94], [3.44, -6.01, 3.97], [3.41, -4.74, 3.42], [2.25, -4.28, 2.82], [1.10, -5.07, 2.80], [1.13, -6.33, 3.37], [2.24, -3.02, 2.17], [3.31, -2.41, 1.53], [2.80, -1.32, 0.89], [1.45, -1.24, 1.14], [1.14, -2.27, 1.90], [4.35, -6.38, 4.42], [4.29, -4.11, 3.46], [0.20, -4.72, 2.32], [0.25, -6.96, 3.35], [4.31, -2.80, 1.57], [3.32, -0.59, 0.28], [0.16, -2.45, 2.31], [-5.48, 7.17, -6.57], [-5.55, 6.39, -5.28], [-5.53, 7.05, -4.05], [-5.63, 6.34, -2.86], [-5.75, 4.96, -2.91], [-5.77, 4.28, -4.12], [-5.67, 5.01, -5.30], [-5.85, 4.02, -1.41], [-7.02, 4.38, -0.66], [-5.62, 2.65, -1.76], [-4.56, 4.67, -0.59], [-3.25, 4.47, -1.23], [-2.22, 3.81, -0.30], [-2.54, 2.34, -0.14], [-3.38, 1.96, 0.62], [-1.88, 1.43, -0.90], [-5.01, 8.14, -6.42], [-6.48, 7.34, -6.96], [-4.92, 6.62, -7.32], [-5.44, 8.13, -4.03], [-5.62, 6.85, -1.90], [-5.86, 3.21, -4.11], [-5.70, 4.48, -6.25], [-4.60, 4.37, 0.39], [-2.87, 5.44, -1.56], [-3.39, 3.84, -2.11], [-2.29, 4.25, 0.70], [-1.22, 3.98, -0.69], [-3.64, -3.45, -1.48], [-2.69, -2.33, -0.54], [-2.03, -1.58, 0.09]]
}

(8)
{
  "formula": "C6H12BN2O2",
  "method": "ωB97M-V with the def2-TZVPD basis set",
  "de_lowest_kcal_mol": 34.84,
  "energy_ha": -520.44485,
  "smiles": "[H]/N=C\\C=C/[C@H](C)C(=[NH2+])B(O)O",
  "lumo_ha": -0.1757,
  "gap_ev": 8.8,
  "charge": 1,
  "max_force_ev_per_a": 3.98,
  "homo_ev": -13.55,
  "elements": ["B", "C", "C", "C", "C", "C", "C", "N", "N", "O", "O", "H", "H", "H", "H", "H", "H", "H", "H", "H", "H", "H", "H"],
  "xyz": [[-2.17, -0.36, 0.15], [1.84, -0.19, 1.24], [0.87, 0.62, 0.84], [2.78, -1.14, 0.54], [0.25, 0.75, -0.56], [-0.71, -0.36, -0.62], [-0.42, 2.09, -0.53], [3.33, -0.84, -0.55], [-0.35, -1.53, -1.07], [-2.52, -1.55, 0.60], [-2.96, 0.74, 0.01], [2.12, 0.04, 2.28], [0.32, 1.04, 1.64], [2.90, -2.12, 0.85], [0.95, 0.53, -1.40], [-0.62, 2.60, -1.47], [0.30, 2.77, -0.15], [-1.25, 2.07, 0.08], [-0.87, -2.48, -0.96], [3.03, 0.07, -0.74], [0.60, -1.75, -1.42], [-3.48, -1.69, 0.96], [-3.96, 0.70, 0.28]]
}

(9)
{
  "formula": "C30H20Cl2FeIN4O7",
  "method": "ωB97M-V with the def2-TZVPD basis set",
  "de_lowest_kcal_mol": 13.61,
  "energy_ha": -4382.81608,
  "lumo_ha": [0.0664, 0.0664],
  "gap_ev": [6.7, 6.6],
  "charge": -1,
  "max_force_ev_per_a": 1.64,
  "homo_ev": [-4.85, -4.84],
  "elements": ["Fe", "C", "C", "N", "C", "C", "C", "O", "C", "C", "N", "C", "C", "C", "C", "C", "C", "I", "C", "O", "H", "H", "H", "H", "H", "H", "H", "H", "H", "H", "H", "H", "Cl", "C", "C", "C", "Cl", "C", "C", "C", "C", "N", "C", "C", "O", "H", "H", "H", "H", "O", "C", "O", "C", "C", "C", "C", "C", "C", "N", "O", "O", "H", "H", "H", "H"],
  "xyz": [[0.27, 0.56, -0.16], [-0.78, -3.46, 1.60], [-1.55, -3.08, 0.37], [-2.65, -3.72, 0.09], [-3.36, -3.36, -1.00], [-2.99, -2.36, -1.85], [-3.82, -2.06, -3.06], [-3.21, -2.49, -4.29], [-1.80, -1.63, -1.56], [-1.38, -0.56, -2.42], [-0.32, 0.13, -2.24], [0.02, 1.18, -3.11], [-0.88, 1.88, -3.91], [-0.45, 2.92, -4.71], [0.89, 3.29, -4.73], [1.80, 2.62, -3.92], [1.36, 1.58, -3.13], [2.68, 0.59, -1.85], [-1.03, -1.99, -0.43], [0.05, -1.42, -0.07], [-1.32, -4.25, 2.13], [-0.65, -2.60, 2.25], [0.22, -3.82, 1.34], [-4.27, -3.93, -1.19], [-4.08, -1.00, -3.11], [-4.76, -2.62, -3.00], [-2.27, -2.30, -4.24], [-2.02, -0.34, -3.29], [-1.94, 1.65, -3.85], [-1.17, 3.47, -5.31], [1.22, 4.12, -5.34], [2.84, 2.92, -3.90], [0.59, 5.47, 0.55], [0.97, 4.16, 1.61], [1.35, 4.43, 2.93], [1.67, 3.43, 3.80], [2.14, 3.83, 5.44], [1.63, 2.08, 3.40], [1.93, 0.96, 4.20], [1.84, -0.30, 3.67], [1.43, -0.46, 2.33], [1.14, 0.56, 1.57], [1.24, 1.82, 2.07], [0.91, 2.85, 1.11], [0.62, 2.50, -0.08], [1.38, 5.46, 3.25], [2.22, 1.11, 5.23], [2.06, -1.17, 4.26], [1.32, -1.44, 1.87], [-2.45, 1.76, -1.06], [-2.48, 1.16, 0.02], [-1.50, 0.64, 0.66], [-3.83, 0.92, 0.68], [-4.09, -0.30, 1.29], [-5.34, -0.56, 1.82], [-6.30, 0.44, 1.76], [-6.06, 1.67, 1.17], [-4.81, 1.90, 0.61], [-7.63, 0.18, 2.34], [-7.85, -0.92, 2.80], [-8.45, 1.08, 2.31], [-3.31, -1.04, 1.33], [-5.58, -1.50, 2.29], [-6.84, 2.42, 1.15], [-4.59, 2.83, 0.12]]
}

(10)
{
  "formula": "C17H22N2O4SeW",
  "method": "ωB97M-V with the def2-TZVPD basis set",
  "de_lowest_kcal_mol": 19.18,
  "energy_ha": -3538.30347,
  "lumo_ha": -0.6033,
  "gap_ev": 5.7,
  "charge": 4,
  "max_force_ev_per_a": 0.84,
  "homo_ev": -22.12,
  "elements": ["W", "C", "C", "C", "C", "C", "C", "C", "C", "C", "C", "H", "H", "H", "H", "H", "H", "H", "H", "H", "H", "H", "H", "H", "H", "O", "C", "O", "C", "O", "O", "C", "N", "C", "C", "N", "C", "C", "Se", "H", "H", "H", "H", "H", "H", "H", "H"],
  "xyz": [[-0.27, 0.03, 0.18], [-2.74, 0.91, 3.26], [-2.29, -0.54, 3.13], [-3.42, -1.52, 3.57], [-1.96, -0.97, 1.74], [-1.01, -2.00, 1.50], [-0.79, -2.51, 0.21], [-1.49, -2.02, -0.93], [-1.40, -2.70, -2.25], [-2.33, -0.89, -0.71], [-2.56, -0.39, 0.59], [-2.79, 1.18, 4.31], [-3.73, 1.08, 2.85], [-2.05, 1.62, 2.78], [-1.41, -0.74, 3.76], [-4.31, -1.40, 2.95], [-3.69, -1.26, 4.60], [-3.10, -2.56, 3.56], [-0.43, -2.41, 2.33], [-0.08, -3.33, 0.09], [-0.45, -3.22, -2.39], [-1.63, -2.04, -3.09], [-2.18, -3.48, -2.23], [-2.83, -0.42, -1.56], [-3.22, 0.46, 0.71], [1.20, 2.49, 3.10], [0.81, 1.98, 2.14], [0.63, 0.74, 1.76], [0.61, 3.09, 0.86], [0.94, 3.99, 0.30], [-0.63, 1.59, -0.35], [1.14, 1.35, -3.93], [2.31, 1.33, -3.03], [3.47, 2.01, -3.27], [4.37, 1.63, -2.30], [3.74, 0.73, -1.50], [4.41, 0.06, -0.36], [2.48, 0.56, -1.94], [1.31, -0.88, -1.43], [1.21, 2.24, -4.55], [0.23, 1.41, -3.34], [1.16, 0.47, -4.56], [3.57, 2.69, -4.09], [5.39, 1.92, -2.14], [4.37, 0.69, 0.52], [5.45, -0.10, -0.64], [3.96, -0.91, -0.18]]
}

(11)
{
  "formula": "C21H14BrN3OPbS5",
  "method": "ωB97M-V with the def2-TZVPD basis set",
  "de_lowest_kcal_mol": 31.79,
  "energy_ha": -5806.01473,
  "lumo_ha": -0.0935,
  "gap_ev": 4.9,
  "charge": 0,
  "max_force_ev_per_a": 0.34,
  "homo_ev": -7.47,
  "elements": ["Pb", "Br", "C", "C", "C", "C", "O", "C", "C", "N", "C", "C", "C", "C", "C", "C", "C", "C", "N", "C", "C", "H", "H", "H", "H", "H", "H", "H", "H", "H", "H", "S", "C", "C", "C", "C", "C", "N", "H", "H", "H", "H", "S", "S", "S", "S"],
  "xyz": [[-1.64, 0.39, -0.83], [4.85, 4.15, 1.02], [3.05, 3.65, 0.69], [2.20, 4.53, 0.00], [0.92, 4.16, -0.28], [0.40, 2.87, 0.06], [-0.80, 2.56, -0.28], [1.27, 2.02, 0.81], [0.89, 0.75, 1.36], [-0.13, 0.03, 1.06], [-0.33, -1.19, 1.75], [0.68, -1.96, 2.27], [0.40, -3.15, 2.97], [-0.88, -3.57, 3.17], [-1.95, -2.83, 2.61], [-3.30, -3.22, 2.73], [-4.28, -2.50, 2.11], [-3.90, -1.38, 1.34], [-2.66, -0.97, 1.23], [-1.68, -1.66, 1.87], [2.58, 2.44, 1.11], [2.57, 5.50, -0.30], [0.25, 4.82, -0.81], [1.55, 0.39, 2.15], [1.71, -1.67, 2.11], [1.23, -3.73, 3.36], [-1.10, -4.47, 3.72], [-3.54, -4.11, 3.30], [-5.32, -2.79, 2.16], [-4.64, -0.81, 0.80], [3.23, 1.78, 1.67], [-0.62, -2.08, -1.58], [0.75, -1.14, -2.07], [1.92, -1.71, -2.59], [2.96, -0.89, -2.97], [2.84, 0.50, -2.83], [1.67, 0.99, -2.31], [0.66, 0.20, -1.93], [1.98, -2.78, -2.70], [3.87, -1.32, -3.38], [3.64, 1.17, -3.13], [1.52, 2.06, -2.18], [-1.37, 1.64, -3.92], [-2.79, 2.30, -5.00], [-4.49, 1.27, -4.74], [-4.19, -0.23, -3.61]]
}

(12)
{
  "formula": "C25H27N5O",
  "method": "ωB97M-V with the def2-TZVPD basis set",
  "de_lowest_kcal_mol": 12.98,
  "energy_ha": -1317.88125,
  "smiles": "CCn1ncc(/C=N\\NC(=O)c2ccc3c(c2)c(C)c(C)n3Cc2ccccc2)c1C",
  "lumo_ha": 0.0191,
  "gap_ev": 8.4,
  "charge": 0,
  "max_force_ev_per_a": 1.13,
  "homo_ev": -7.90,
  "elements": ["C", "H", "H", "H", "C", "N", "C", "C", "C", "N", "H", "C", "N", "N", "C", "O", "C", "C", "C", "C", "C", "C", "H", "H", "N", "C", "C", "C", "H", "H", "H", "C", "H", "H", "H", "C", "C", "C", "C", "C", "C", "C", "H", "H", "H", "H", "H", "H", "H", "H", "H", "H", "C", "H", "H", "H", "H", "H"],
  "xyz": [[2.53, 0.86, -2.11], [2.91, 1.84, -1.83], [2.15, 0.92, -3.13], [1.71, 0.59, -1.45], [3.66, -0.17, -2.04], [4.24, -0.21, -0.72], [3.75, -0.83, 0.38], [4.61, -0.49, 1.43], [5.58, 0.33, 0.82], [5.33, 0.50, -0.46], [6.42, 0.81, 1.29], [4.51, -0.82, 2.85], [3.48, -0.74, 3.58], [2.33, -0.31, 3.03], [1.10, -0.35, 3.63], [0.90, -0.77, 4.75], [0.02, 0.09, 2.70], [-1.21, -0.54, 2.81], [-2.21, -0.24, 1.89], [-1.96, 0.71, 0.87], [-0.74, 1.38, 0.78], [0.24, 1.06, 1.70], [1.17, 1.60, 1.66], [-0.56, 2.12, 0.02], [-3.07, 0.80, 0.09], [-4.02, -0.07, 0.58], [-3.54, -0.72, 1.69], [-4.25, -1.73, 2.52], [-5.20, -1.33, 2.89], [-4.46, -2.63, 1.95], [-3.64, -2.00, 3.38], [-5.35, -0.22, -0.07], [-5.90, 0.72, -0.06], [-5.25, -0.55, -1.11], [-5.94, -0.96, 0.47], [-3.14, 1.59, -1.10], [-2.18, 1.12, -2.17], [-1.67, 2.02, -3.10], [-0.81, 1.59, -4.09], [-0.44, 0.26, -4.16], [-0.94, -0.64, -3.23], [-1.81, -0.22, -2.25], [-2.20, -0.93, -1.53], [-0.65, -1.68, -3.28], [0.24, -0.08, -4.93], [-0.42, 2.30, -4.81], [-1.96, 3.06, -3.04], [-4.17, 1.56, -1.49], [-2.92, 2.64, -0.86], [-1.35, -1.26, 3.60], [2.37, 0.03, 2.07], [5.42, -1.10, 3.36], [2.60, -1.77, 0.33], [2.75, -2.50, -0.47], [1.66, -1.26, 0.14], [2.52, -2.31, 1.27], [4.46, 0.11, -2.72], [3.29, -1.16, -2.30]]
}